(1)
Computed, not measured: a molecular structure, C6H8O2 at a distorted geometry, with ωB97M-V with the def2-TZVPD basis set.

Each line ends with the Mulliken charge.
Cartesian coordinates (Å):
C -0.54305 2.31397 0.13489  -0.67
C 0.05250 0.18459 -0.77154  0.46
C 0.62641 -1.53578 -1.83503  -0.16
C 0.89813 -1.80694 -0.55151  -0.92
C 0.41275 -0.67442 0.26939  0.75
C -0.16208 -0.64836 1.62226  -0.75
H -0.18954 3.40047 -0.23651  0.25
H 0.39172 1.96364 0.78141  0.33
H -1.59983 2.28655 0.69252  0.25
H 0.31174 -2.00986 -3.06397  0.25
H 0.79992 -2.79351 -0.11328  0.29
H 0.86811 -0.25026 2.22210  0.23
H -0.78770 -1.65151 2.20763  0.27
H -1.05477 0.13912 1.56896  0.17
O -0.40288 1.33240 -0.99701  -0.45
O 0.37858 -0.25010 -1.93030  -0.30

Charge = 0
Energy = -383.686152 a.u.
Frontier orbital gap = 8.3 eV

(2)
Computed, not measured: a molecular structure, C28H35BF4MgN4O5 at a distorted geometry, with ωB97M-V with the def2-TZVPD basis set.

Each line ends with the Mulliken charge.
Cartesian coordinates (Å):
Mg 0.70379 -0.55187 1.08536  3.15
C -3.18080 -4.82720 -2.48426  -1.79
C -2.25106 -3.70849 -2.09747  0.37
C -2.54584 -2.40350 -2.35750  -0.92
C -1.69012 -1.34695 -1.95811  0.42
C -2.06871 -0.03151 -2.23894  0.20
N -1.38118 1.03149 -1.90047  0.53
C -1.76350 2.39167 -2.20819  -1.11
C -2.38602 3.12540 -1.01577  -0.46
C -1.38869 3.38616 0.12407  0.46
N -0.40905 4.39441 -0.27142  -0.02
C 0.69034 4.26402 -0.98906  -0.56
C 1.56349 3.20644 -1.26505  0.62
C 2.43887 3.47346 -2.36849  -0.69
C 3.43886 2.63869 -2.75067  -0.06
C 4.32271 2.90829 -3.93868  -1.69
C 3.70040 1.53412 -1.90852  -0.23
C 2.93064 1.21712 -0.82356  -0.19
C 3.46309 0.25078 0.12402  -0.80
N 2.84616 -0.24642 1.11336  0.21
C 3.65802 -0.99145 2.06997  -0.99
C 3.68822 -2.48458 1.74295  -0.61
C 2.30292 -3.11576 1.81805  -1.20
N 1.42388 -2.56816 0.80658  0.29
C 0.80799 -3.37096 0.03910  -0.62
C -0.22971 -2.99603 -0.90820  1.15
C -1.08003 -3.97517 -1.36139  -0.53
C -0.48181 -1.61701 -1.21775  -0.38
O 0.31999 -0.67913 -0.88813  -1.04
C 1.71617 1.96144 -0.50612  1.03
O 0.93410 1.60092 0.39836  -1.04
H -3.79667 -4.54044 -3.33577  0.41
H -3.84330 -5.06349 -1.64841  0.30
H -2.62929 -5.73180 -2.74044  0.40
H -3.47223 -2.15145 -2.86438  0.38
H -2.99408 0.13383 -2.78659  0.46
H -0.53891 0.82020 -1.35155  -0.43
H -2.46532 2.37838 -3.04375  0.47
H -0.87058 2.92342 -2.53582  0.43
H -3.20754 2.53242 -0.61467  0.26
H -2.79940 4.07009 -1.38225  0.43
H -0.89159 2.47211 0.42553  -0.68
H -1.93044 3.77180 0.98596  0.36
H -0.75198 5.34073 -0.20797  0.33
H 0.98305 5.20005 -1.45838  0.42
H 2.26828 4.38290 -2.93671  0.36
H 3.89668 3.67405 -4.58469  0.38
H 4.46800 2.00058 -4.52531  0.38
H 5.30798 3.24897 -3.61154  0.34
H 4.58297 0.93552 -2.11572  0.52
H 4.53936 0.05935 0.00876  0.38
H 3.23977 -0.85075 3.06455  0.10
H 4.68455 -0.60763 2.07402  0.58
H 4.34167 -2.98490 2.45967  0.47
H 4.10535 -2.62400 0.74040  0.28
H 1.85490 -2.87501 2.78845  0.18
H 2.38766 -4.20747 1.73527  0.67
H 0.99563 -4.44966 0.12159  0.25
H -0.87149 -5.00430 -1.08431  0.42
C -4.02404 0.34457 1.57242  -1.73
C -2.75164 -0.12664 2.25942  2.36
C -3.02971 -0.53947 3.69923  -1.78
O -1.81487 0.95096 2.21255  -0.57
C -2.18182 -1.36236 1.49705  -0.64
O -2.98369 -2.17579 1.04210  -0.74
O -0.90672 -1.47770 1.44232  -0.61
H -4.41332 1.23785 2.06646  0.46
H -4.76724 -0.44868 1.59789  0.31
H -3.81651 0.56517 0.52388  0.18
H -3.34328 0.32727 4.28486  0.38
H -2.13556 -0.96328 4.15594  0.42
H -3.81848 -1.29118 3.72001  0.42
H -1.21580 0.85707 2.96860  0.07
F 0.92441 0.01180 2.90379  0.17
B 0.90146 -0.25669 4.36384  0.05
F -0.09763 0.55556 4.87895  -0.36
F 2.15340 0.07794 4.85852  -0.36
F 0.63491 -1.61016 4.51224  -0.35

Charge = 0
Energy = -2308.022494 a.u.
Frontier orbital gap = 6.9 eV

(3)
Computed, not measured: a single C8H14NO3P molecule at a distorted geometry, with ωB97M-V with the def2-TZVPD basis set.

Each line ends with the Mulliken charge.
Cartesian coordinates (Å):
C -4.00396 -0.16303 0.07229  -1.20
C -2.69461 0.64913 -0.00830  -0.34
C -1.55525 -0.31866 -0.21994  0.45
O -1.71746 -1.42992 -0.69382  -0.61
N -0.32804 -0.04179 0.36714  0.25
C -0.00424 1.25101 0.74644  0.44
O -0.65768 1.85691 1.52937  -0.59
O 1.21097 1.53247 0.28752  -0.44
C 1.97254 0.31698 -0.29387  1.97
C 2.21946 0.70277 -1.79270  -1.59
C 3.11688 0.20315 0.71263  -1.41
C 0.83091 -0.71873 -0.18866  -1.39
P 1.13528 -2.33078 0.79681  0.03
H -4.54764 0.41732 0.77746  0.39
H -3.91474 -1.15852 0.48641  0.33
H -4.63218 -0.13576 -0.82165  0.28
H -2.45991 1.28288 0.81425  0.41
H -2.78229 1.26198 -0.81647  0.41
H 2.54593 1.72512 -1.79761  0.38
H 1.31556 0.48948 -2.34575  0.37
H 2.99187 0.09699 -2.20936  0.41
H 2.91479 -0.62704 1.42198  0.26
H 3.26331 1.16471 1.16713  0.33
H 4.07130 -0.17485 0.32607  0.38
H 0.56684 -1.20136 -1.10521  0.43
H -0.13124 -2.80606 0.67286  0.02
H 1.27357 -1.84441 2.11499  0.03

Structure (SMILES) = CCC(=O)N1C(=O)OC(C)(C)[C@H]1P
Charge = 0
Energy = -935.032589 a.u.
Frontier orbital gap = 9.8 eV

(4)
Computed, not measured: a molecular structure, C36H56BIN2P2Te2Ti at a distorted geometry, with ωB97M-V with the def2-TZVPD basis set.

Each line ends with the Löwdin spin population.
Cartesian coordinates (Å):
Ti 0.46270 -0.79695 -0.66465  1.31
C 0.81463 0.59030 2.88828  0.01
C 0.16269 -0.60426 3.59636  0.00
C 1.25549 -1.43991 4.26896  0.00
C -0.77345 -0.03330 4.66506  0.00
P -0.62063 -1.66494 2.18159  0.01
C -2.24513 -0.76048 2.01933  0.00
N -2.02433 0.41497 1.22775  0.07
B -1.49920 0.37762 -0.16406  0.20
N -1.75517 1.77892 -0.59613  0.07
C -1.33866 2.33024 -1.84571  0.00
P 0.51652 2.10577 -2.09606  0.02
C 0.63670 3.02182 -3.79125  0.00
C 0.22521 4.49924 -3.84405  0.00
C 2.08152 2.85974 -4.26979  0.00
C -0.27819 2.27515 -4.77102  0.00
C 1.38460 3.26760 -0.80191  0.00
C 0.53542 3.44352 0.45252  0.00
C 2.63741 2.46880 -0.42026  0.00
C 1.82419 4.66902 -1.22475  0.00
C -2.44020 2.46725 0.36227  0.00
C -2.96846 3.75092 0.35998  0.02
C -3.64529 4.20146 1.49783  0.02
C -3.79209 3.38711 2.60298  0.02
C -3.28511 2.08403 2.60974  0.02
C -2.60557 1.62363 1.49179  0.00
C -1.26931 -3.28460 2.98509  0.00
C -1.94058 -3.19040 4.35401  0.00
C -2.27635 -3.86679 1.98215  0.00
C -0.08588 -4.25920 3.02868  0.00
H 1.52300 1.09982 3.54859  0.00
H 0.05143 1.30838 2.59310  0.00
H 1.35043 0.25766 1.99640  0.01
H 1.92054 -0.79927 4.85527  0.00
H 1.86079 -1.94696 3.51759  0.00
H 0.82592 -2.18177 4.94342  0.00
H -0.16938 0.43796 5.44659  0.00
H -1.39817 -0.78882 5.13724  0.00
H -1.41760 0.74018 4.25070  0.00
H -2.67306 -0.51783 2.99344  0.00
H -2.93728 -1.41872 1.47672  0.00
H -1.67750 3.36278 -1.95119  0.00
H -1.78141 1.73519 -2.66034  0.00
H 1.04196 5.16686 -3.58359  0.00
H -0.62051 4.71604 -3.19274  0.00
H -0.07919 4.74023 -4.86617  0.00
H 2.79032 3.32710 -3.58721  0.00
H 2.21061 3.32373 -5.25219  0.00
H 2.33847 1.80390 -4.35129  0.00
H -1.32367 2.55594 -4.63219  0.00
H -0.18614 1.19171 -4.64863  0.00
H 0.00177 2.52825 -5.79820  0.00
H 0.19075 2.48602 0.83254  0.00
H -0.33068 4.07798 0.27451  0.00
H 1.13410 3.91274 1.23933  0.00
H 2.36896 1.46332 -0.08047  0.00
H 3.18206 2.96717 0.38758  0.00
H 3.30655 2.35667 -1.27352  0.00
H 0.97159 5.31549 -1.42627  0.00
H 2.47947 4.65808 -2.09197  0.00
H 2.38632 5.11648 -0.39933  0.00
H -2.88561 4.39347 -0.50764  0.00
H -4.06230 5.20309 1.50034  0.00
H -4.31963 3.75277 3.47708  0.00
H -3.44158 1.44710 3.47004  0.00
H -2.77115 -2.48383 4.33718  0.00
H -1.24357 -2.89291 5.13614  0.00
H -2.34541 -4.17098 4.62302  0.00
H -3.24917 -3.38184 2.05007  0.00
H -2.42090 -4.93074 2.18865  0.00
H -1.90540 -3.76075 0.96054  0.00
H 0.69638 -3.93907 3.71247  0.00
H 0.35364 -4.33994 2.03397  0.00
H -0.42246 -5.25346 3.33877  0.00
I 3.07134 -0.66426 -2.46739  -0.01
C 2.02353 -1.59784 0.56250  -0.01
C 3.18658 -1.58781 1.31211  0.01
C 3.90130 -2.76925 1.59809  0.00
C 3.50590 -3.99271 1.12196  0.01
C 2.34795 -4.08476 0.32074  0.00
C 1.84418 -5.27942 -0.23663  0.02
C 0.69305 -5.25725 -0.98899  0.00
C 0.00396 -4.05694 -1.23442  0.02
C 0.45765 -2.86066 -0.71837  -0.02
C 1.63290 -2.88793 0.07413  0.01
H 3.60557 -0.65850 1.70234  0.00
H 4.79448 -2.70587 2.21549  0.00
H 4.07341 -4.89154 1.35100  0.00
H 2.37426 -6.21186 -0.05752  0.00
H 0.31316 -6.17915 -1.42218  0.00
H -0.89964 -4.08696 -1.84336  0.00
C 1.27007 -1.39446 -5.61926  0.01
Te 0.11442 -1.34169 -3.71786  0.02
C -1.63596 -1.57220 -5.01805  0.01
H 2.33223 -1.29354 -5.41460  0.00
H 0.96391 -0.59953 -6.30194  0.00
H 1.10095 -2.35125 -6.11216  0.00
H -1.34115 -1.37179 -6.04512  0.00
H -2.41780 -0.87984 -4.71513  0.00
H -2.03325 -2.58234 -4.95197  0.00
Te -2.29977 -1.19618 -1.49647  0.13

2S+1 = 3
Charge = -2
Energy = -3905.686732 a.u.
Frontier orbital gap (spin up / spin down) = 4.6 / 5.3 eV

(5)
Computed, not measured: a molecular structure, C3H4NPS at a distorted geometry, with ωB97M-V with the def2-TZVPD basis set.

Each line ends with the Mulliken charge.
Cartesian coordinates (Å):
C 2.64819 -0.08696 -1.42162  -0.26
C 0.29430 0.02231 -0.36395  0.41
C -0.94619 0.23598 0.39707  -0.85
N 0.54780 1.42006 -1.57715  -0.41
P 1.98550 1.35509 -2.23985  -0.02
S 1.63480 -0.83385 -0.21357  -0.04
H 3.63003 -0.66452 -1.77306  0.28
H -0.62513 0.28016 1.39420  0.31
H -1.73106 -0.51426 0.27373  0.29
H -1.23521 1.23471 0.10146  0.30

Charge = 0
Energy = -910.880019 a.u.
Frontier orbital gap (spin up / spin down) = 8.3 / 8.3 eV